[1]
This record from the Open Molecules 2025 dataset describes C42H98FO21PSSi2 as an isolated structure in a non-equilibrium geometry. The level of theory is ωB97M-V/def2-TZVPD.

Structure (XYZ):
```
166
C42H98FO21PSSi2 (ωB97M-V/def2-TZVPD)
C 6.768 -3.359 -0.455
C 5.874 -4.270 0.416
C 4.988 -5.154 -0.439
O 4.265 -4.306 -1.336
C 4.110 -4.854 -2.636
Si 2.457 -4.139 -3.187
O 2.477 -2.552 -2.827
Si 1.207 -1.564 -3.384
C 1.591 -0.628 -4.965
C 0.945 -0.289 -2.020
C 2.009 0.835 -2.173
C 2.479 1.366 -0.834
C 3.637 2.299 -1.077
O 4.160 2.758 0.172
C -0.428 -2.464 -3.634
C -1.551 -1.458 -3.985
C -2.884 -2.185 -4.274
C -3.894 -2.045 -3.108
C -4.124 -3.321 -2.308
C -3.029 -3.667 -1.294
C -2.555 -2.505 -0.409
C -2.624 -2.898 1.068
O -3.972 -2.963 1.501
C -4.458 -1.727 1.948
P 0.901 -5.282 -2.013
O 0.400 -4.469 -0.921
O 1.688 -6.542 -1.421
O -0.224 -5.938 -2.926
S 2.306 -4.616 -5.343
O 3.343 -5.555 -5.552
O 1.006 -5.075 -5.702
F 2.635 -3.361 -6.218
H 7.808 -3.544 -0.204
H 6.535 -2.319 -0.287
H 6.644 -3.573 -1.510
H 6.464 -4.870 1.097
H 5.216 -3.616 0.976
H 4.259 -5.616 0.227
H 5.557 -5.926 -0.950
H 4.912 -4.511 -3.292
H 4.060 -5.938 -2.598
H 1.229 -1.158 -5.838
H 2.643 -0.385 -5.057
H 1.009 0.287 -4.925
H 1.144 -0.739 -1.052
H -0.055 0.126 -2.059
H 1.585 1.612 -2.803
H 2.887 0.456 -2.693
H 1.708 1.925 -0.314
H 2.884 0.561 -0.229
H 3.352 3.153 -1.696
H 4.432 1.767 -1.602
H 4.847 3.411 -0.031
H -0.351 -3.116 -4.507
H -0.750 -3.015 -2.754
H -1.676 -0.711 -3.213
H -1.249 -1.010 -4.928
H -3.328 -1.689 -5.132
H -2.713 -3.220 -4.554
H -4.849 -1.747 -3.533
H -3.564 -1.217 -2.491
H -5.093 -3.307 -1.820
H -4.176 -4.144 -3.020
H -3.449 -4.417 -0.629
H -2.189 -4.155 -1.767
H -1.504 -2.306 -0.620
H -3.162 -1.614 -0.516
H -2.081 -2.135 1.635
H -2.124 -3.847 1.227
H -4.410 -0.943 1.189
H -3.947 -1.368 2.844
H -5.505 -1.865 2.192
H 1.048 -7.270 -1.305
H -0.507 -5.349 -3.647
C -2.802 1.246 -0.044
O -2.497 2.331 0.806
C -1.198 2.869 0.621
C -1.214 4.382 0.529
O -1.837 4.918 -0.625
C -3.249 4.815 -0.752
C -4.053 5.613 0.252
O -3.994 5.037 1.550
C -3.825 5.972 2.594
H -2.377 0.313 0.345
H -3.887 1.149 -0.081
H -2.440 1.418 -1.064
H -0.723 2.457 -0.276
H -0.598 2.574 1.492
H -0.173 4.711 0.468
H -1.621 4.832 1.437
H -3.568 3.772 -0.772
H -3.473 5.229 -1.739
H -5.103 5.613 -0.064
H -3.695 6.647 0.259
H -3.103 6.750 2.324
H -3.436 5.435 3.459
H -4.780 6.434 2.864
C -1.754 3.876 9.460
O -0.739 4.363 8.608
C 0.548 3.830 8.868
C 1.249 3.372 7.605
O 0.683 2.241 6.967
C -0.567 2.371 6.310
C -0.575 3.258 5.082
O -0.462 4.631 5.423
C 0.419 5.351 4.589
H -1.746 4.407 10.418
H -2.711 4.053 8.970
H -1.653 2.800 9.634
H 0.494 2.995 9.574
H 1.152 4.626 9.323
H 2.253 3.055 7.900
H 1.381 4.199 6.905
H -1.351 2.665 7.010
H -0.813 1.361 5.974
H -1.531 3.125 4.559
H 0.234 2.949 4.411
H 1.320 4.772 4.362
H 0.722 6.252 5.122
H -0.084 5.639 3.658
C 4.528 -8.919 -0.550
O 5.163 -8.405 0.601
C 4.281 -8.107 1.672
C 4.780 -8.646 2.996
O 4.789 -10.058 3.119
C 5.735 -10.809 2.374
C 7.184 -10.611 2.766
O 7.675 -9.345 2.358
C 8.475 -8.693 3.321
H 4.103 -8.104 -1.147
H 5.282 -9.436 -1.144
H 3.744 -9.639 -0.293
H 3.278 -8.500 1.476
H 4.210 -7.015 1.754
H 4.079 -8.302 3.761
H 5.751 -8.219 3.254
H 5.595 -10.666 1.301
H 5.487 -11.852 2.584
H 7.784 -11.380 2.264
H 7.286 -10.743 3.848
H 8.060 -8.802 4.328
H 8.489 -7.632 3.072
H 9.501 -9.075 3.301
C -7.749 10.665 -3.682
O -6.352 10.559 -3.512
C -5.938 10.382 -2.168
C -4.920 9.270 -2.018
O -5.404 7.957 -2.257
C -5.740 7.582 -3.585
C -4.583 7.514 -4.561
O -4.106 8.803 -4.910
C -2.699 8.908 -4.958
H -8.092 11.682 -3.460
H -7.974 10.439 -4.724
H -8.288 9.950 -3.053
H -6.794 10.180 -1.516
H -5.469 11.318 -1.838
H -4.609 9.266 -0.970
H -4.023 9.473 -2.604
H -6.550 8.200 -3.976
H -6.140 6.569 -3.494
H -4.936 7.029 -5.479
H -3.783 6.902 -4.130
H -2.227 8.375 -4.126
H -2.446 9.965 -4.871
H -2.311 8.528 -5.908
```

* E_HOMO: -9.02 eV
* lowest unoccupied orbital energy: 0.21 eV
* energy above the lowest of the compared OMol25 structures with the same formula, charge and spin: 0.0 kJ/mol


[2]
This record from the Open Molecules 2025 dataset describes C20H28N2O2PRhS4 as an isolated structure. The level of theory is ωB97M-V/def2-TZVPD.

Structure (XYZ):
```
58
C20H28N2O2PRhS4 (ωB97M-V/def2-TZVPD)
Rh 0.648 0.253 -0.524
C -2.244 -0.791 1.271
N -1.662 -1.036 -0.050
C -2.493 -0.373 -1.073
C -2.361 1.140 -1.052
N -1.104 1.651 -1.638
C -1.090 1.495 -3.100
C -0.918 3.057 -1.312
C -1.944 3.961 -1.570
C -1.800 5.308 -1.281
C -0.600 5.755 -0.740
C 0.427 4.860 -0.504
C 0.296 3.493 -0.782
S 1.650 2.427 -0.449
C -1.476 -2.438 -0.336
C -2.077 -3.419 0.450
C -1.857 -4.769 0.210
C -1.031 -5.152 -0.835
C -0.444 -4.183 -1.630
C -0.652 -2.819 -1.412
S 0.119 -1.641 -2.456
H -3.288 -1.132 1.317
H -2.200 0.266 1.504
H -1.655 -1.290 2.037
H -3.548 -0.626 -0.886
H -2.226 -0.773 -2.048
H -2.404 1.512 -0.028
H -3.225 1.560 -1.585
H -1.945 2.012 -3.555
H -1.106 0.440 -3.360
H -0.169 1.932 -3.484
H -2.874 3.608 -1.998
H -2.613 5.997 -1.473
H -0.465 6.802 -0.499
H 1.363 5.203 -0.081
H -2.711 -3.135 1.275
H -2.324 -5.508 0.849
H -0.837 -6.200 -1.027
H 0.218 -4.462 -2.441
C 4.703 1.614 1.965
C 3.751 0.493 1.614
O 2.558 0.687 2.359
P 1.062 0.183 1.948
S -0.144 1.312 3.013
S 2.500 -0.813 -1.354
O 0.992 -1.342 2.535
C 1.307 -2.505 1.775
C 2.627 -3.091 2.227
H 5.639 1.493 1.415
H 4.921 1.619 3.034
H 4.262 2.574 1.696
H 4.184 -0.480 1.872
H 3.541 0.488 0.545
H 1.339 -2.274 0.708
H 0.494 -3.216 1.938
H 3.446 -2.393 2.047
H 2.834 -4.006 1.666
H 2.608 -3.331 3.291
```

* spin multiplicity: 6
* charge: -1
* E_HOMO (alpha / beta): -3.67 / -4.52 eV
* lowest unoccupied orbital energy (alpha / beta): 2.77 / 1.61 eV
* energy above the lowest of the compared OMol25 structures with the same formula, charge and spin: 4.8 kJ/mol


[3]
This record from the Open Molecules 2025 dataset describes a 6-piece molecular cluster, C32H26O10PS overall. The level of theory is ωB97M-V/def2-TZVPD.

Structure (XYZ):
```
70
C32H26O10PS (ωB97M-V/def2-TZVPD)
C 1.453 -2.942 0.114
C 0.196 -2.150 -0.241
P -1.193 -2.809 0.535
S -2.283 -4.281 -0.272
H 1.710 -2.943 1.186
H 2.331 -2.597 -0.438
H 1.297 -3.983 -0.172
H 0.283 -1.079 -0.040
H -2.032 -1.726 0.873
H -0.857 -3.308 1.831
C 0.551 -0.430 2.942
C 0.109 0.821 2.820
C 0.518 1.881 3.765
O 0.088 3.018 3.685
C 1.470 1.516 4.845
C 1.915 0.271 4.971
C 1.483 -0.807 4.035
O 1.891 -1.938 4.182
H 0.244 -1.198 2.238
H -0.565 1.113 2.024
H 1.759 2.316 5.516
H 2.601 -0.029 5.753
C 2.765 0.335 -4.529
C 2.885 -0.456 -5.588
C 2.230 -1.791 -5.619
O 2.338 -2.501 -6.600
C 1.463 -2.210 -4.427
C 1.344 -1.427 -3.350
C 1.982 -0.087 -3.333
O 1.891 0.671 -2.388
H 3.221 1.317 -4.476
H 3.445 -0.180 -6.473
H 0.998 -3.186 -4.477
H 0.790 -1.715 -2.452
C -3.698 6.875 5.487
C -4.417 6.755 4.376
C -4.105 5.711 3.364
O -4.774 5.608 2.356
C -2.957 4.812 3.638
C -2.238 4.929 4.751
C -2.552 5.966 5.764
O -1.907 6.078 6.784
H -3.903 7.623 6.242
H -5.258 7.399 4.149
H -2.738 4.061 2.889
H -1.395 4.283 4.958
C 2.698 -7.731 -3.076
C 2.562 -6.410 -3.014
C 1.292 -5.795 -2.545
O 1.139 -4.599 -2.483
C 0.192 -6.706 -2.125
C 0.337 -8.028 -2.188
C 1.595 -8.643 -2.673
O 1.733 -9.848 -2.737
H 3.607 -8.211 -3.417
H 3.348 -5.721 -3.299
H -0.701 -6.211 -1.756
H -0.442 -8.716 -1.886
C -0.156 4.175 -2.500
C -0.218 3.149 -1.654
C -1.382 2.987 -0.741
O -1.439 2.088 0.067
C -2.476 3.991 -0.839
C -2.408 5.009 -1.689
C -1.239 5.183 -2.587
O -1.175 6.116 -3.361
H 0.682 4.322 -3.170
H 0.569 2.407 -1.594
H -3.313 3.846 -0.167
H -3.183 5.760 -1.766
```

* charge: -1
* E_HOMO: -3.47 eV
* lowest unoccupied orbital energy: 0.01 eV


[4]
This record from the Open Molecules 2025 dataset describes a single C5H10O molecule. The level of theory is ωB97M-V/def2-TZVPD.

Structure (XYZ):
```
16
C5H10O (ωB97M-V/def2-TZVPD)
C 1.756 0.677 -0.182
C 0.288 1.088 -0.101
C -0.524 0.097 0.721
C -2.214 -0.651 0.338
C -0.922 -1.212 -0.032
O -0.591 -1.240 -1.402
H 1.864 -0.296 -0.676
H 2.201 0.597 0.816
H 2.338 1.407 -0.753
H 0.207 2.084 0.349
H -0.141 1.148 -1.105
H -0.106 -0.138 1.703
H -1.528 0.561 1.033
H -2.499 -0.027 -0.532
H -0.596 -2.120 0.482
H 0.239 -1.723 -1.506
```

* E_HOMO: -8.46 eV
* lowest unoccupied orbital energy: 0.82 eV
* energy above the lowest of the compared OMol25 structures with the same formula, charge and spin: 394.1 kJ/mol


[5]
This record from the Open Molecules 2025 dataset describes C5H7N2 as an isolated structure in a non-equilibrium geometry. The level of theory is ωB97M-V/def2-TZVPD.

Structure (XYZ):
```
14
C5H7N2 (ωB97M-V/def2-TZVPD)
C -2.246 0.196 0.070
C -1.220 -1.249 0.978
C -0.459 -0.475 -0.179
C 1.516 0.954 -0.831
C 0.733 0.305 0.371
N -2.409 -0.711 0.978
N -1.406 0.541 -0.737
H -1.026 -2.194 1.391
H -0.179 -1.125 -1.074
H 1.419 0.080 -1.552
H 2.639 1.182 -0.527
H 0.976 1.826 -0.984
H 0.396 1.091 1.167
H 1.264 -0.421 0.931
```

* charge: +1
* E_HOMO: -16.49 eV
* lowest unoccupied orbital energy: -7.39 eV
* energy above the lowest of the compared OMol25 structures with the same formula, charge and spin: 654.2 kJ/mol


[6]
This record from the Open Molecules 2025 dataset describes C4H7NO3 as an isolated structure in a non-equilibrium geometry. The level of theory is ωB97M-V/def2-TZVPD.

Structure (XYZ):
```
15
C4H7NO3 (ωB97M-V/def2-TZVPD)
O -0.939 -2.032 0.539
C -1.397 -0.907 0.685
O -2.282 -0.512 1.483
C -0.700 0.172 -0.298
C 0.768 0.629 0.097
C 1.832 -0.469 0.217
O 3.102 -0.144 0.578
N -1.244 1.300 -1.254
H -1.281 1.377 -0.157
H 0.929 1.329 -0.727
H 0.766 1.131 1.075
H 1.730 -1.105 -0.707
H 1.412 -1.206 0.935
H -0.471 -0.582 -1.051
H -2.226 1.019 -1.414
```

* charge: -2
* E_HOMO: 1.13 eV
* lowest unoccupied orbital energy: 6.94 eV
* energy above the lowest of the compared OMol25 structures with the same formula, charge and spin: 359.4 kJ/mol


[7]
This record from the Open Molecules 2025 dataset describes C7H12O as an isolated structure in a non-equilibrium geometry. The level of theory is ωB97M-V/def2-TZVPD.

Structure (XYZ):
```
20
C7H12O (ωB97M-V/def2-TZVPD)
C -2.302 -0.635 -0.259
C -0.225 0.415 0.292
C 0.516 -0.596 1.051
C 1.600 -1.083 0.039
C 1.580 0.106 -1.051
C 0.770 1.211 -0.384
C -0.476 1.755 0.177
H -2.656 0.226 0.780
H -3.264 -0.690 -1.213
H -2.300 -1.741 0.212
H -0.009 -1.497 1.217
H 1.167 -0.348 1.973
H 2.548 -1.391 0.238
H 0.776 -1.863 -0.550
H 1.257 0.093 -2.049
H 2.655 0.408 -1.027
H 1.294 1.593 0.469
H -1.513 2.366 -0.240
H -0.437 2.107 1.132
O -0.983 -0.436 -0.806
```

* E_HOMO: -9.19 eV
* lowest unoccupied orbital energy: 0.90 eV
* energy above the lowest of the compared OMol25 structures with the same formula, charge and spin: 860.9 kJ/mol


[8]
This record from the Open Molecules 2025 dataset describes a 8-piece molecular cluster, C27H74N4O9 overall in a non-equilibrium geometry. The level of theory is ωB97M-V/def2-TZVPD.

Structure (XYZ):
```
114
C27H74N4O9 (ωB97M-V/def2-TZVPD)
C -3.031 -1.173 -3.620
O -3.109 0.041 -2.832
C -1.922 0.837 -3.094
C -1.971 2.072 -2.235
C -3.232 2.873 -2.599
N -0.728 2.862 -2.496
H -2.039 -1.369 -3.861
H -3.438 -1.103 -4.634
H -3.516 -2.006 -3.141
H -1.046 0.296 -2.706
H -1.888 1.072 -4.149
H -1.835 1.718 -1.198
H -4.207 2.487 -2.230
H -3.305 3.124 -3.698
H -3.198 3.868 -2.110
H -0.631 3.680 -1.892
H -0.597 3.124 -3.468
C -1.083 -8.480 1.713
O -0.544 -7.212 2.084
C -0.816 -6.253 1.115
C 0.212 -5.057 1.247
C 0.335 -4.598 2.731
N -0.067 -3.943 0.366
H -0.746 -9.194 2.449
H -0.760 -8.843 0.753
H -2.173 -8.546 1.657
H -0.743 -6.715 0.086
H -1.807 -5.743 1.225
H 1.190 -5.538 1.003
H -0.730 -4.207 3.016
H 1.105 -3.845 2.864
H 0.498 -5.502 3.301
H -1.047 -3.588 0.454
H 0.217 -4.148 -0.592
C -4.534 0.824 3.379
O -4.909 0.404 2.065
C -3.815 0.065 1.288
C -3.712 -1.467 1.055
C -3.444 -2.101 2.495
N -2.555 -1.824 0.332
H -5.489 0.655 3.922
H -4.291 1.879 3.455
H -3.796 0.162 3.806
H -3.876 0.493 0.298
H -2.826 0.397 1.666
H -4.701 -1.847 0.715
H -4.193 -1.779 3.195
H -2.460 -1.757 2.840
H -3.371 -3.223 2.485
H -2.661 -1.739 -0.635
H -1.798 -1.205 0.560
C 4.486 0.055 -3.290
O 3.856 -1.245 -3.281
C 4.565 -2.249 -2.632
C 3.676 -3.486 -2.544
C 3.436 -4.153 -3.847
N 2.399 -3.173 -1.925
H 3.703 0.759 -3.558
H 5.294 0.074 -3.977
H 4.862 0.311 -2.254
H 5.474 -2.541 -3.135
H 4.915 -1.912 -1.630
H 4.171 -4.211 -1.853
H 2.842 -3.444 -4.482
H 2.956 -5.103 -3.695
H 4.336 -4.366 -4.474
H 1.942 -2.430 -2.465
H 2.456 -2.848 -0.946
C 4.098 3.970 -0.643
C 2.655 3.944 -1.106
C 2.295 4.931 -2.233
O 2.492 2.639 -1.627
H 4.361 4.962 -0.299
H 4.670 3.706 -1.529
H 4.249 3.317 0.220
H 2.009 4.195 -0.279
H 1.255 4.801 -2.459
H 2.918 4.825 -3.126
H 2.355 5.970 -1.916
H 1.549 2.512 -1.792
C 0.531 3.408 4.307
C 1.375 2.345 3.604
C 0.929 0.909 3.935
O 1.228 2.524 2.191
H 0.989 4.387 4.243
H 0.411 3.194 5.352
H -0.435 3.346 3.797
H 2.407 2.512 3.943
H 1.354 0.180 3.261
H -0.141 0.859 3.688
H 1.006 0.743 5.002
H 1.825 2.045 1.613
C -1.690 5.762 1.588
C -1.128 4.562 0.834
C -1.977 3.334 0.997
O -1.147 4.974 -0.582
H -2.712 5.988 1.279
H -1.234 6.800 1.438
H -1.568 5.557 2.642
H -0.046 4.344 0.987
H -3.017 3.575 0.743
H -1.923 3.052 2.052
H -1.670 2.413 0.529
H -0.713 5.823 -0.609
O -0.076 0.075 0.364
C 1.013 -0.640 -0.225
C 2.312 -0.401 0.445
O 2.599 0.953 0.432
H 0.322 0.819 0.809
H 0.702 -1.674 -0.188
H 1.041 -0.274 -1.239
H 3.159 -0.940 -0.011
H 2.221 -0.637 1.533
H 2.860 1.343 -0.406
```

* E_HOMO: -8.45 eV
* lowest unoccupied orbital energy: 0.61 eV
* energy above the lowest of the compared OMol25 structures with the same formula, charge and spin: 210.1 kJ/mol


[9]
This record from the Open Molecules 2025 dataset describes C5H8BrN2 as an isolated structure in a non-equilibrium geometry. The level of theory is ωB97M-V/def2-TZVPD.

Structure (XYZ):
```
16
C5H8BrN2 (ωB97M-V/def2-TZVPD)
C -0.639 -1.144 -1.273
C -0.629 -2.109 -0.345
C -0.138 -0.770 1.485
C -0.236 0.295 -1.052
C 0.632 0.453 0.160
N -0.423 -1.850 1.015
N 0.493 1.892 0.609
Br 2.539 -0.011 -0.094
H -0.969 -1.268 -2.203
H -0.895 -3.174 -0.349
H -0.278 -0.461 2.526
H 0.363 0.562 -1.854
H -1.286 0.713 -0.888
H -0.355 2.174 1.068
H 0.692 2.606 -0.123
H 1.132 2.091 1.319
```

* charge: +1
* E_HOMO: -13.16 eV
* lowest unoccupied orbital energy: -3.74 eV
* energy above the lowest of the compared OMol25 structures with the same formula, charge and spin: 426.1 kJ/mol